1.
20
Properties=species:S:1:pos:R:3:lowdin_charge:R:1 method="wB97M-V/def2-TZVPD" de_lowest_ev=2.359 total_energy_ha=-324.38822 gap_ev=9.14 smiles=CNCCNCN
C -3.04767 -0.17167 -0.10603 -0.1391
N -1.61259 -0.44989 -0.37507 -0.1640
C -1.05587 0.57559 -1.28395 -0.2411
C 0.49215 0.24215 -1.20575 -0.1635
N 0.89923 0.20101 0.28430 -0.0936
C 2.04551 -0.51100 0.83412 -0.3587
N 2.67463 -0.10891 2.07167 -0.0141
H -3.21708 0.41625 0.78655 0.0560
H -3.55880 0.29230 -0.98941 0.0830
H -3.48548 -1.17769 0.05053 0.0685
H -0.96960 -0.70321 0.40401 0.1004
H -1.18334 1.61082 -0.91153 0.1070
H -1.36047 0.35535 -2.34569 0.1233
H 0.51207 -0.80571 -1.54898 0.1120
H 1.01290 0.91451 -1.83320 0.0782
H 0.84416 1.05469 0.80852 0.0934
H 1.71307 -1.49654 1.04131 0.0820
H 2.85801 -0.61891 -0.04919 0.1366
H 3.62698 -0.49243 2.09579 0.0758
H 2.81217 0.87329 2.27198 0.0579

2.
84
Properties=species:S:1:pos:R:3:lowdin_spin:R:1 method="wB97M-V/def2-TZVPD" de_lowest_ev=0.000 total_energy_ha=-2907.12903 total_charge=+3 gap_ev="8.67 / 5.71" spin_multiplicity=3
Au 0.08965 -0.19233 1.35351 0.2135
N -3.10269 0.66058 1.54586 0.1045
P -2.14935 1.28519 0.32222 0.3612
C -3.29864 1.64941 -0.95561 0.0567
C -4.26746 0.69514 -1.30846 0.0375
C -5.21244 1.01197 -2.26421 -0.0012
C -5.17113 2.25287 -2.89486 0.0524
C -4.18958 3.18517 -2.57577 0.0009
C -3.24650 2.89059 -1.60841 0.0366
C -1.24091 2.69877 0.89016 0.0742
C -1.59922 3.33087 2.08735 0.0266
C -0.95385 4.49869 2.45166 0.0032
C 0.02802 5.03735 1.62736 0.0270
C 0.38800 4.40428 0.44364 -0.0007
C -0.23005 3.22229 0.07596 0.0222
C -2.75412 -0.16358 2.61446 0.0012
C -3.73485 -0.54979 3.52340 0.0116
C -3.37165 -1.33204 4.59740 0.0020
C -2.04146 -1.71618 4.74920 0.0110
C -1.13415 -1.30882 3.80482 0.0109
N -1.47778 -0.54090 2.74213 0.0323
H -4.09998 0.80341 1.42938 0.0037
H -4.28537 -0.27808 -0.83380 0.0008
H -5.98060 0.29766 -2.52454 -0.0009
H -5.91612 2.49764 -3.64030 0.0024
H -4.17575 4.14842 -3.06599 -0.0005
H -2.49804 3.62399 -1.33991 0.0016
H -2.38348 2.92820 2.71339 0.0013
H -1.22918 5.00395 3.36687 0.0004
H 0.51123 5.96270 1.90963 0.0012
H 1.15098 4.83187 -0.19070 -0.0004
H 0.04999 2.72392 -0.84654 0.0012
H -4.75632 -0.22219 3.38935 0.0006
H -4.11754 -1.63722 5.31877 -0.0001
H -1.71722 -2.32198 5.58154 0.0005
H -0.09191 -1.58812 3.86696 0.0019
N 2.00249 -1.45690 -0.76099 0.0869
P 2.20673 -0.20961 0.41356 0.0467
C 3.36682 -0.83809 1.61288 0.0164
C 4.61362 -1.29704 1.17700 0.0033
C 5.53058 -1.76624 2.09924 0.0012
C 5.22129 -1.75426 3.45569 0.0001
C 3.99611 -1.27396 3.89410 0.0004
C 3.06467 -0.81732 2.97344 0.0063
C 2.94249 1.18073 -0.41851 0.0042
C 3.19536 2.32484 0.33996 0.0031
C 3.88627 3.38073 -0.22835 -0.0003
C 4.31948 3.29952 -1.54798 0.0031
C 4.06760 2.16259 -2.30212 0.0006
C 3.38472 1.09387 -1.73883 0.0044
P 0.44167 -2.04746 -0.81450 0.4112
C 0.48082 -3.77927 -1.17362 0.0660
C 1.29178 -4.22776 -2.22555 0.0168
C 1.30346 -5.57454 -2.53773 0.0048
C 0.51226 -6.46345 -1.81696 0.0013
C -0.29054 -6.01652 -0.77716 -0.0007
C -0.30844 -4.67089 -0.44707 0.0090
C -0.50909 -1.15338 -2.02628 0.0762
C -1.65757 -1.77263 -2.52968 0.0384
C -2.38334 -1.14850 -3.53059 0.0007
C -1.98140 0.09087 -4.01304 0.0452
C -0.85171 0.71560 -3.49581 0.0027
C -0.11234 0.10086 -2.50064 0.0367
H 2.74328 -2.15144 -0.82142 0.0010
H 4.89007 -1.26935 0.12834 0.0003
H 6.49453 -2.12639 1.76802 0.0001
H 5.94599 -2.11096 4.17396 0.0000
H 3.76944 -1.24919 4.95086 0.0001
H 2.11564 -0.42487 3.32036 0.0052
H 2.88009 2.38732 1.37563 0.0005
H 4.10384 4.26274 0.35840 -0.0001
H 4.86814 4.12244 -1.98482 0.0002
H 4.41802 2.10080 -3.32312 -0.0001
H 3.20243 0.20312 -2.32672 0.0013
H 1.89037 -3.53807 -2.80890 0.0002
H 1.92238 -5.93326 -3.34816 0.0009
H 0.52477 -7.51413 -2.07121 0.0001
H -0.89548 -6.71713 -0.21981 -0.0001
H -0.92018 -4.32536 0.37705 0.0034
H -1.95221 -2.75642 -2.18669 0.0015
H -3.24975 -1.63940 -3.95147 -0.0005
H -2.54006 0.56535 -4.80771 0.0022
H -0.52891 1.66757 -3.89564 -0.0003
H 0.79330 0.57115 -2.14333 0.0019

3.
14
Properties=species:S:1:pos:R:3:lowdin_charge:R:1 method="wB97M-V/def2-TZVPD" de_lowest_ev=0.327 total_energy_ha=-1106.50205 total_charge=+1 gap_ev=7.21
C -0.63601 2.49575 -0.87256 -0.6923
C -0.40290 -1.57140 -0.37986 -0.1265
C 0.72524 -0.37126 1.47792 -0.0513
N 0.71244 -0.70235 0.06319 -0.6458
O 0.01449 2.72923 0.06400 0.0826
S 1.80439 -0.48823 -1.00338 1.0700
Cl -0.90679 1.22071 -2.02815 0.6849
H -1.53429 3.02333 -1.21697 0.0670
H -0.56640 -1.62311 -1.45824 0.0764
H -1.32155 -1.32070 0.06069 0.0877
H -0.25804 -2.59490 -0.19040 0.0967
H 1.22821 -1.22387 2.14401 0.1801
H -0.18068 -0.10026 1.94426 0.0919
H 1.32189 0.52706 1.39550 0.0785

4.
17
Properties=species:S:1:pos:R:3:lowdin_charge:R:1 method="wB97M-V/def2-TZVPD" de_lowest_ev=2.518 total_energy_ha=-363.63187 total_charge=-1 gap_ev=6.59 smiles=N[C@@H](C[O-])CCO
N -0.40933 0.50769 -1.54122 0.0235
C -0.47782 0.40763 -0.07722 -0.4466
C -1.90868 0.13419 0.46502 -0.5355
O -2.41703 -1.04552 0.09037 -0.3402
C 0.46042 -0.67425 0.39645 -0.1977
C 1.90981 -0.50932 0.01143 -0.2757
O 2.52003 0.61538 0.66707 -0.1020
H -0.78185 -0.36780 -1.90380 0.0632
H -1.09016 1.22172 -1.81277 0.0566
H -0.16217 1.38542 0.32813 0.1160
H -1.79764 0.24460 1.57490 0.0762
H -2.51466 1.01693 0.09761 0.0768
H 0.05274 -1.63098 0.03897 0.1151
H 0.35007 -0.74026 1.49303 0.1207
H 2.00474 -0.37972 -1.06662 0.0950
H 2.47040 -1.38754 0.33321 0.0999
H 1.79111 1.20183 0.90544 0.0547

5.
81
Properties=species:S:1:pos:R:3:lowdin_charge:R:1 method="wB97M-V/def2-TZVPD" total_energy_ha=-6172.35948 total_charge=+1 gap_ev=1.53
C -7.40055 -3.57307 -3.48156 -0.3039
O -7.71922 -3.56120 -2.16592 -0.2330
C -6.51234 -3.32901 -1.39742 -0.3622
Nb -5.59212 -1.22141 -1.46988 1.0124
Cl -6.32489 -0.31147 0.61740 -0.1585
C -3.75713 -2.19903 -0.53092 -0.2858
C -2.47604 -2.46321 -1.26795 -0.6029
O -1.50984 -2.92719 -0.69038 0.0557
O -2.43671 -2.13610 -2.58758 0.0103
H -7.03307 -4.62914 -3.76832 -0.0715
H -6.61562 -2.85662 -3.75416 0.0042
H -8.27619 -3.38326 -4.10526 0.1103
H -5.76016 -4.08219 -1.67135 0.0286
H -6.77117 -3.53170 -0.35731 0.0534
H -7.08927 -0.71771 -2.42214 -0.1030
H -4.59232 0.19493 -2.02086 -0.0988
H -5.11655 -1.86044 -3.07616 -0.1116
H -3.44433 -1.54311 0.28646 0.0400
H -3.99763 -3.18489 -0.11975 0.0544
H -1.64124 -1.60732 -2.74113 0.1136
C 1.02720 -0.89616 1.11497 -0.1514
C 1.76230 0.33403 1.65635 -0.1315
C 2.05615 1.14446 0.41766 -0.1924
O 0.99044 0.80434 -0.53334 -0.1648
C 0.21846 -0.30314 -0.01586 -0.1827
H 0.41271 -1.40293 1.84785 0.0743
H 1.74417 -1.62870 0.72882 0.1213
H 1.08366 0.89338 2.30099 0.1111
H 2.65545 0.10113 2.21732 0.1179
H 2.99507 0.84653 -0.02324 0.0520
H 2.09753 2.23019 0.58115 0.0823
H -0.74127 0.08307 0.33996 0.1261
H 0.02393 -1.01099 -0.81891 0.0960
Ca -5.87922 -5.49641 -5.23078 1.5402
O -0.65050 -3.33627 2.16825 -0.4111
H -0.54259 -3.39627 1.20737 -0.1262
F 3.78828 1.79203 4.01833 0.0560
C 2.79320 2.70383 4.05106 -0.2795
C 1.67903 2.46744 4.87018 -0.0095
C 0.65236 3.41989 4.85422 -0.0894
C 0.76839 4.56827 4.08794 -0.0998
C 1.88481 4.77160 3.29827 -0.1018
C 2.90080 3.83420 3.25350 -0.0446
H 1.60736 1.56736 5.46292 0.1040
H -0.23212 3.24549 5.44713 0.0831
H -0.03480 5.29174 4.07746 0.0984
H 1.95180 5.64954 2.66983 0.0927
H 3.75774 3.92371 2.59395 0.0615
O 2.76890 -0.74876 -1.76837 0.2250
H 3.52948 -1.15038 -1.25450 0.1393
H 3.12487 -0.30389 -2.54987 0.1533
H 2.20060 -0.08081 -1.19533 0.1204
C -2.54492 0.85663 4.37779 -0.0892
C -1.78802 0.40303 5.69462 -0.7008
O -0.77375 1.08237 5.93632 -0.0861
H -1.88015 0.81066 3.51945 0.0861
H -3.45031 0.23957 4.12755 0.0280
H -2.90653 1.86985 4.51075 0.0949
H -1.54473 -0.75838 5.48454 -0.0253
H -2.67086 0.32233 6.51592 0.1036
Ca -3.01302 -1.68749 5.32945 1.5616
C 2.85815 -1.06221 -6.86527 -0.6803
O 2.48151 -1.17195 -8.01485 0.0314
N 3.44412 0.08216 -6.38935 0.1514
N 2.72177 -2.09155 -5.95970 0.1415
H 3.78549 0.19249 -5.45507 0.0829
H 3.55610 0.83930 -7.03629 0.1056
H 2.31517 -2.93979 -6.30195 0.0958
H 3.01613 -2.05664 -5.00372 0.0782
C 3.36066 4.81424 -1.07177 -2.0218
Cl 3.53747 6.14456 -2.20466 0.5452
Cl 4.24462 5.23607 0.40970 0.5801
Cl 1.63347 4.60349 -0.65724 0.5269
Cl 3.88831 3.31154 -1.78199 0.5912
F 5.44859 -1.07605 -1.56550 -0.2642
P 5.96521 0.00822 -0.29822 0.4521
F 7.05409 1.00905 0.39618 -0.1648
F 6.21834 0.93858 -1.65933 -0.2192
F 4.85163 1.17101 0.10726 -0.2486
F 7.01706 -1.15667 0.09950 -0.1498
F 4.84657 -0.92878 0.60477 -0.2284

6.
9
Properties=species:S:1:pos:R:3:lowdin_charge:R:1 method="wB97M-V/def2-TZVPD" de_lowest_ev=1.623 total_energy_ha=-739.06575 total_charge=-1 gap_ev=7.71
C -0.80570 1.76404 1.24573 -0.1959
O -0.87259 -3.10446 0.51598 -0.5138
O 0.83062 -1.18130 -0.20040 -0.3775
O -1.26511 2.46421 0.39749 -0.0344
O -0.87574 -0.77291 1.56028 -0.5683
S -0.17728 -1.99314 1.11449 0.6271
H -1.17552 1.73193 2.24845 0.0677
H 0.20709 1.32591 0.90393 0.0878
H 0.47047 -0.33213 -0.02922 -0.0927

7.
16
Properties=species:S:1:pos:R:3:lowdin_charge:R:1 method="wB97M-V/def2-TZVPD" de_lowest_ev=5.852 total_energy_ha=-325.72249 gap_ev=7.71
C -0.73279 1.40802 -0.05002 0.0326
C 0.05492 -0.35527 -0.38877 -0.3218
C 0.66462 -0.41175 -1.74105 -0.0467
N 0.54760 0.48144 0.79846 -0.0630
C -0.00208 -0.55724 1.70470 -0.0611
C -0.53843 -1.32856 0.47100 -0.4182
O -1.21436 -2.33697 0.35584 0.0193
H -1.10845 1.40085 -1.08399 0.0666
H -0.23783 2.37522 0.11449 0.0737
H -1.55735 1.27256 0.64608 0.0897
H 0.44792 0.47594 -2.35741 0.0679
H 0.23889 -1.28049 -2.25411 0.0919
H 1.75690 -0.54293 -1.71728 0.0800
H 1.55165 0.67113 0.85490 0.1424
H 0.82642 -1.08661 2.18472 0.1283
H -0.69763 -0.18534 2.46244 0.1184

8.
10
Properties=species:S:1:pos:R:3:lowdin_charge:R:1 method="wB97M-V/def2-TZVPD" de_lowest_ev=3.108 total_energy_ha=-297.53009 gap_ev=9.98 smiles="[H]/N=C/N1N=C1N"
H 1.78767 -1.06557 1.73066 0.0447
N 1.29154 -0.72822 0.90568 0.1014
C 0.06067 -1.00390 1.00513 -0.3019
N -0.91747 -0.70663 0.00559 0.0083
N -0.28130 -0.87043 -1.49601 0.2189
C -0.48858 0.22829 -0.93892 -0.5800
N -0.49066 1.56286 -1.05238 0.1851
H -0.40738 -1.50132 1.86082 0.1049
H -0.58375 2.10870 -0.21074 0.1085
H 0.02925 1.97621 -1.80984 0.1103

What did the first record say?
20
Properties=species:S:1:pos:R:3:lowdin_charge:R:1 method="wB97M-V/def2-TZVPD" de_lowest_ev=2.359 total_energy_ha=-324.38822 gap_ev=9.14 smiles=CNCCNCN
C -3.04767 -0.17167 -0.10603 -0.1391
N -1.61259 -0.44989 -0.37507 -0.1640
C -1.05587 0.57559 -1.28395 -0.2411
C 0.49215 0.24215 -1.20575 -0.1635
N 0.89923 0.20101 0.28430 -0.0936
C 2.04551 -0.51100 0.83412 -0.3587
N 2.67463 -0.10891 2.07167 -0.0141
H -3.21708 0.41625 0.78655 0.0560
H -3.55880 0.29230 -0.98941 0.0830
H -3.48548 -1.17769 0.05053 0.0685
H -0.96960 -0.70321 0.40401 0.1004
H -1.18334 1.61082 -0.91153 0.1070
H -1.36047 0.35535 -2.34569 0.1233
H 0.51207 -0.80571 -1.54898 0.1120
H 1.01290 0.91451 -1.83320 0.0782
H 0.84416 1.05469 0.80852 0.0934
H 1.71307 -1.49654 1.04131 0.0820
H 2.85801 -0.61891 -0.04919 0.1366
H 3.62698 -0.49243 2.09579 0.0758
H 2.81217 0.87329 2.27198 0.0579